No. 1
15
Properties=species:S:1:pos:R:3:forces:R:3 method="wB97M-V/def2-TZVPD" gap_ev=10.886 smiles=O.O.O.O.O mol_weight_g_mol=90.1 e_tot_ha=-382.18002 e_above_lowest_ev=1.2014 fmax_ha_per_bohr=0.0435 homo_energy_ev=-10.6681
O 0.9412 -0.0026 1.6793 0.2 1.0 0.6
H 0.8122 0.9664 1.6123 -0.2 -1.2 -0.1
H 0.6102 -0.4956 0.9003 -0.1 0.3 0.1
O -2.3308 -2.3486 0.0633 -0.3 -0.7 -1.5
H -2.1358 -3.2846 0.1463 -0.2 -0.2 0.1
H -2.2538 -1.9846 0.9193 0.0 0.6 1.7
O 0.0962 -1.4086 -0.3907 1.3 -1.5 0.9
H -0.0018 -0.6086 -0.8627 -0.7 1.3 -1.2
H -0.7338 -1.8926 -0.2887 -0.3 0.5 -0.5
O 2.6232 2.0014 -0.0697 -0.1 -0.3 0.0
H 1.9512 1.3374 0.1443 0.4 -0.1 -0.1
H 2.1792 2.8284 0.1043 -0.1 0.4 0.0
O -0.2988 1.4444 -1.1977 0.7 -1.3 1.7
H -1.1328 1.5484 -0.7547 -0.6 0.2 0.1
H -0.3258 1.8994 -2.0057 -0.2 1.0 -1.7


No. 2
10
Properties=species:S:1:pos:R:3:forces:R:3 method="wB97M-V/def2-TZVPD" gap_ev="7.337 / 5.602" charge=+2 mol_weight_g_mol=264.3 e_tot_ha=-370.38364 e_above_lowest_ev=2.7228 fmax_ha_per_bohr=0.0380 homo_energy_ev="-18.7895 / -21.6383" multiplicity=6
O -0.6707 -1.1093 -0.2029 0.1 -1.8 -0.7
C -0.8933 0.0956 0.2556 -0.2 1.3 1.4
Ir 0.7441 1.6253 -0.3594 0.9 -0.4 0.6
O -1.9250 0.7204 0.2319 -0.4 -0.5 -0.6
C 0.7545 -1.4353 -0.3035 -0.5 1.4 0.7
H 0.8515 -2.3709 0.2629 -0.2 -0.5 -0.1
H 0.9538 -1.6340 -1.3635 -0.2 -0.4 -0.3
C 1.5593 -0.2909 0.2531 1.1 0.5 -0.9
H 1.6812 -0.2989 1.3463 -0.5 0.3 0.0
H 2.5825 -0.3262 -0.1488 -0.1 0.1 -0.1


No. 3
69
Properties=species:S:1:pos:R:3:forces:R:3 method="wB97M-V/def2-TZVPD" gap_ev=7.810 charge=+1 mol_weight_g_mol=511.5 e_tot_ha=-4778.11024 fmax_ha_per_bohr=0.0672 homo_energy_ev=-10.6705
C 4.5022 0.5316 -2.4722 0.7 0.3 -0.3
C 4.8653 1.6909 -1.5041 -0.6 -0.7 0.2
Br 6.5877 2.5388 -2.0232 -0.6 -0.3 0.2
C 3.7382 2.7309 -1.2604 0.1 0.5 -0.2
C 2.9107 3.0634 -2.5227 1.7 0.3 -1.6
C 3.7026 4.0818 -3.4268 0.1 1.7 1.1
C 3.0978 5.4842 -2.9834 -0.4 -0.5 -1.7
C 1.5891 5.1224 -3.0265 2.3 1.0 -0.9
N 1.5843 3.7582 -2.3675 -3.2 0.0 -0.2
C 0.4272 3.0278 -3.0542 -1.1 -0.8 0.6
C 0.0685 1.6575 -2.3854 -0.2 0.2 -0.3
C -1.3536 1.6606 -1.7311 0.3 0.4 -0.7
S -2.6438 0.9887 -2.8698 0.0 0.2 0.0
P 0.9376 4.1038 -0.7149 0.8 1.8 2.8
S 2.0372 5.2643 0.3790 -0.3 -0.5 -0.6
H 4.9575 -0.4047 -2.1236 -0.2 0.3 -0.1
H 4.9355 0.7470 -3.4626 -0.3 -0.2 0.3
H 3.4210 0.3749 -2.5997 0.3 0.0 0.3
H 5.0764 1.2353 -0.5278 0.1 0.4 -0.3
H 4.2171 3.6690 -0.9397 -0.3 -0.3 0.1
H 3.1369 2.3936 -0.3995 0.0 -0.1 -0.4
H 2.6535 2.2072 -3.1643 0.3 0.0 0.7
H 4.7713 4.2173 -3.2159 -0.3 -0.9 0.1
H 3.6207 3.9051 -4.5089 -0.4 0.0 0.4
H 3.3040 6.2122 -3.7836 -0.1 -0.1 0.3
H 3.5185 5.8975 -2.0632 -0.4 -0.5 0.1
H 0.8380 5.8500 -2.6964 0.2 -0.5 0.7
H 1.4096 4.9984 -4.1058 -0.3 -0.4 0.4
H 0.5731 2.9666 -4.1395 0.5 0.0 0.4
H -0.4516 3.6821 -2.9086 0.4 -0.1 -0.3
H 0.8422 1.3965 -1.6455 -0.2 -0.1 -0.3
H 0.0564 0.8889 -3.1693 0.2 0.1 0.4
H -1.6207 2.6788 -1.4061 -0.1 -0.3 -0.1
H -1.4009 1.0176 -0.8405 0.0 0.0 -0.4
H -2.6931 1.8769 -3.9182 0.4 -0.2 0.9
H -0.3040 4.7671 -0.9503 0.3 -0.8 -0.6
H 0.6448 2.9144 -0.0013 0.0 -0.1 -1.0
C 1.5495 -3.4831 2.2158 0.0 -0.2 0.0
O 0.4751 -4.0474 1.4805 0.1 0.3 0.0
C -0.7617 -3.3849 1.7141 0.0 -0.3 -0.3
C -1.0958 -2.4214 0.5909 -0.2 0.1 0.4
O -0.1667 -1.3389 0.5316 0.2 0.0 -0.2
C 0.8130 -1.5174 -0.4734 -0.1 0.2 0.0
H 2.4798 -3.8542 1.7857 -0.1 -0.1 0.0
H 1.5511 -2.3916 2.1623 0.0 0.0 0.0
H 1.4952 -3.7994 3.2615 0.0 0.1 0.1
H -0.7494 -2.8692 2.6785 0.0 0.1 0.0
H -1.5354 -4.1549 1.7551 -0.1 0.1 0.0
H -2.0816 -1.9890 0.7825 0.0 0.0 0.0
H -1.1390 -2.9463 -0.3680 0.1 0.0 0.0
H 0.3752 -1.3046 -1.4573 0.1 -0.1 -0.1
H 1.2330 -2.5245 -0.4719 0.0 0.0 0.0
H 1.6191 -0.8024 -0.2908 0.0 0.0 0.1
C -6.6835 -3.8453 4.9007 0.0 -0.1 0.1
O -5.8195 -4.9626 5.0403 0.0 0.2 -0.2
C -5.2998 -5.4156 3.7986 0.1 -0.2 0.4
C -3.8826 -4.9188 3.5743 -0.2 0.1 -0.3
O -3.8381 -3.5033 3.4327 0.0 0.0 0.2
C -3.4301 -2.8516 4.6242 0.1 0.1 -0.1
H -6.8147 -3.3998 5.8865 0.0 -0.1 0.0
H -6.2676 -3.0904 4.2295 0.0 0.0 0.0
H -7.6596 -4.1707 4.5288 0.0 0.1 -0.1
H -5.9516 -5.1147 2.9731 0.0 0.1 0.0
H -5.2868 -6.5085 3.8366 0.0 0.0 -0.1
H -3.5052 -5.3475 2.6405 0.0 -0.1 0.0
H -3.2249 -5.2474 4.3845 -0.1 0.0 0.0
H -2.3465 -2.9532 4.7553 0.0 0.0 0.1
H -3.9410 -3.2463 5.5041 0.0 0.0 0.0
H -3.6668 -1.7918 4.5269 0.0 0.0 -0.1


No. 4
13
Properties=species:S:1:pos:R:3:forces:R:3 method="wB97M-V/def2-TZVPD" gap_ev=9.167 charge=-1 mol_weight_g_mol=152.0 e_tot_ha=-2879.79251 e_above_lowest_ev=2.8314 fmax_ha_per_bohr=0.0693 homo_energy_ev=-5.2508
Br -2.2046 -3.1768 11.0258 -2.2 0.0 2.3
O -3.6306 -4.4678 9.2421 -2.0 -1.6 -2.4
H -4.0540 -5.1941 9.6998 -0.1 -0.2 0.0
H -3.0114 -4.1112 9.8790 -0.1 -0.3 -0.5
O -1.1081 -2.4433 13.3738 1.2 0.9 2.7
H -1.0053 -3.3495 13.6645 0.0 -0.2 -0.1
H -1.4851 -2.5139 12.4968 0.1 0.2 0.1
O -1.4726 -6.0345 11.5392 0.3 -1.5 0.4
H -0.7188 -5.7855 11.0044 0.0 0.2 -0.1
H -2.0557 -5.2764 11.4998 -0.1 0.5 0.0
O -0.4427 -1.9997 9.4725 2.3 1.7 -2.1
H 0.2948 -2.6100 9.4702 0.2 -0.1 0.0
H -1.0802 -2.3958 10.0666 0.4 0.3 -0.3


No. 5
27
Properties=species:S:1:pos:R:3:forces:R:3 method="wB97M-V/def2-TZVPD" gap_ev="4.692 / 6.006" charge=+1 mol_weight_g_mol=334.6 e_tot_ha=-2540.14071 e_above_lowest_ev=0.5967 fmax_ha_per_bohr=0.0830 homo_energy_ev="-12.3571 / -12.3571" multiplicity=5
Cr -2.4213 -1.6995 -0.7157 3.0 1.3 1.8
Cl -1.6027 0.3791 1.4781 3.0 2.6 1.4
O -1.4826 1.6204 0.7816 -1.3 -0.1 -0.4
O -0.8282 -0.5924 0.6614 -1.2 -2.3 -1.6
O -0.9217 0.5343 2.7283 -1.1 -1.0 -0.5
O -2.9342 -0.1410 1.5939 -0.9 -0.6 -0.7
C 1.3297 -4.1956 -1.7244 0.4 0.8 0.0
N 0.5530 -4.0846 -0.4824 -0.8 -0.3 0.8
O -0.3967 -3.2802 -0.4494 -0.3 0.0 -0.5
O 0.8826 -4.7311 0.4635 0.0 -0.1 0.1
H 1.7867 -3.2076 -1.7630 0.2 -0.1 -0.4
H 0.6590 -4.3017 -2.5712 0.0 -0.2 0.1
H 2.0869 -4.9618 -1.6006 -0.2 -0.1 -0.1
C -0.2129 0.7529 -3.4485 -0.2 1.0 -0.4
N -0.2271 -0.6189 -2.8829 1.0 1.0 0.4
O 0.6945 -1.3439 -3.0602 -0.4 -0.3 -0.1
O -1.1735 -0.8552 -2.1179 -1.4 -0.4 0.0
H 0.6658 0.9223 -4.0629 0.0 -0.5 0.0
H -0.2122 1.5002 -2.6537 0.1 -0.5 0.4
H -1.1384 0.9410 -3.9905 0.0 -0.4 -0.1
C 0.3475 3.4387 3.1797 -0.5 -1.1 0.0
N 1.1871 4.5270 3.7276 -0.2 0.7 -0.5
O 1.8997 4.3233 4.6818 -0.1 -0.3 0.1
O 1.1077 5.5872 3.1311 0.0 -0.1 0.1
H -0.7191 3.6482 3.2367 0.2 0.6 0.3
H 0.5128 2.5227 3.7394 0.3 0.1 -0.1
H 0.5577 3.3163 2.1203 0.3 0.1 0.1


No. 6
59
Properties=species:S:1:pos:R:3:forces:R:3 method="wB97M-V/def2-TZVPD" gap_ev="6.794 / 6.098" mol_weight_g_mol=750.5 e_tot_ha=-5165.50118 e_above_lowest_ev=0.0857 fmax_ha_per_bohr=0.0035 homo_energy_ev="-7.2920 / -7.7990" multiplicity=5
Ru -0.1062 -0.1830 1.0370 0.1 -0.1 0.1
C -2.0611 4.0301 1.4501 0.0 0.0 0.0
C -2.9308 3.2931 2.4558 0.0 0.0 0.0
N -3.4385 2.0222 1.9380 0.0 0.0 0.0
C -4.7243 2.0812 1.2368 0.0 0.0 0.0
C -5.8981 1.8967 2.1859 0.0 0.0 0.0
C -2.8186 0.8550 2.0920 0.1 0.1 0.0
S -1.2434 0.8430 2.8889 -0.1 0.0 0.0
N -3.4611 -0.2369 1.7147 -0.1 0.0 0.0
C -2.8827 -1.4129 1.5034 0.1 0.0 0.0
O -1.6839 -1.6146 1.1746 -0.1 0.0 -0.1
C -3.7590 -2.6147 1.5956 0.0 0.0 0.0
C -3.2173 -3.8729 1.3493 0.0 0.0 0.0
C -4.0142 -5.0019 1.4450 0.0 0.0 0.0
C -5.3549 -4.8789 1.7851 0.0 0.0 0.0
C -5.8990 -3.6249 2.0278 0.0 0.0 0.0
C -5.1037 -2.4946 1.9327 0.0 0.0 0.0
H -1.7701 5.0028 1.8489 0.0 0.0 0.0
H -2.5937 4.1918 0.5117 0.0 0.0 0.0
H -1.1627 3.4545 1.2294 0.0 0.0 0.0
H -3.8073 3.8888 2.7172 0.0 0.0 0.0
H -2.3813 3.1082 3.3757 0.0 0.0 0.0
H -4.7308 1.3178 0.4638 0.0 0.0 0.0
H -4.7688 3.0551 0.7471 0.0 0.0 0.0
H -5.8397 0.9204 2.6652 0.0 0.0 0.0
H -6.8399 1.9610 1.6402 0.0 0.0 0.0
H -5.9042 2.6635 2.9625 0.0 0.0 0.0
H -2.1725 -3.9506 1.0827 0.0 0.0 0.0
H -3.5906 -5.9789 1.2527 0.0 0.0 0.0
H -5.9772 -5.7617 1.8588 0.0 0.0 0.0
H -6.9447 -3.5287 2.2895 0.0 0.0 0.0
H -5.5137 -1.5107 2.1115 0.0 0.0 0.0
S 3.0217 1.5672 -1.4765 0.0 0.0 0.0
Sb 1.1995 0.3450 -1.9600 0.0 0.0 0.0
S 1.1855 -1.5069 -0.1812 0.0 0.0 0.0
S -0.6298 1.3391 -0.5857 0.0 0.0 0.0
C 1.8869 0.3693 4.1912 0.0 0.0 0.0
As 1.9305 0.6153 2.2722 0.0 0.0 -0.1
C 2.1044 2.5269 2.0916 0.0 0.0 0.0
C 3.6541 -0.1460 1.7627 0.0 0.0 0.0
C 4.8046 0.5564 2.4142 0.0 0.0 0.0
C 5.3230 0.1208 3.6310 0.0 0.0 0.0
C 6.3719 0.7973 4.2372 0.0 0.0 0.0
C 6.9170 1.9204 3.6318 0.0 0.0 0.0
C 6.4130 2.3567 2.4135 0.0 0.0 0.0
C 5.3653 1.6799 1.8081 0.0 0.0 0.0
H 2.7957 0.7845 4.6249 0.0 0.0 0.0
H 1.8154 -0.6927 4.4191 0.0 0.0 0.0
H 1.0172 0.8811 4.5981 0.0 0.0 0.0
H 2.9507 2.8831 2.6769 0.0 0.0 0.0
H 1.1762 2.9685 2.4515 0.0 0.0 0.0
H 2.2411 2.7543 1.0355 0.0 0.0 0.0
H 3.6892 -0.0617 0.6761 0.0 0.0 0.0
H 3.6027 -1.2021 2.0303 0.0 0.0 0.0
H 4.9086 -0.7640 4.1020 0.0 0.0 0.0
H 6.7676 0.4426 5.1804 0.0 0.0 0.0
H 7.7371 2.4474 4.1018 0.0 0.0 0.0
H 6.8417 3.2245 1.9287 0.0 0.0 0.0
H 4.9756 2.0116 0.8519 0.0 0.0 0.0